Record 1
This record from the OMol25 dataset describes a structure of composition C16H17F6HfNO3PSe2Te2. The level of theory is ωB97M-V/def2-TZVPD.

Structure (XYZ):
```
49
Properties=species:S:1:pos:R:3
Hf -0.73 -0.97 0.84
Se -1.70 0.23 3.09
Te -2.87 2.21 2.34
Te -3.06 1.85 -0.33
Se -3.07 -0.62 -0.41
F 0.36 -1.82 2.61
P -0.42 -3.33 2.83
F -1.04 -2.68 4.11
F 0.84 -3.89 3.56
F -1.29 -4.61 2.92
F 0.13 -3.71 1.40
F -1.74 -2.58 1.96
O -1.21 -2.88 -0.69
C -0.71 -2.83 -1.97
C -1.51 -3.10 -3.05
C -0.97 -3.01 -4.32
C 0.34 -2.63 -4.52
C 1.13 -2.35 -3.41
C 0.62 -2.43 -2.13
C 1.54 -2.07 -1.02
O 2.75 -2.14 -1.12
O 0.99 -1.65 0.09
H -2.03 -3.40 -0.61
H -2.54 -3.38 -2.90
H -1.59 -3.22 -5.20
H 0.76 -2.54 -5.51
H 2.17 -2.04 -3.50
C 0.01 3.74 3.53
N -0.11 3.23 2.17
C -0.22 4.33 1.21
C 0.98 2.28 1.88
C 1.01 1.85 0.44
C 1.92 2.47 -0.40
C 1.98 2.18 -1.75
C 1.05 1.28 -2.28
C 0.12 0.70 -1.44
C 0.09 0.93 -0.06
H -0.83 4.39 3.78
H 0.93 4.35 3.63
H 0.05 2.93 4.24
H -1.09 4.94 1.45
H -0.35 3.94 0.20
H 0.68 4.97 1.21
H 0.87 1.44 2.56
H 1.94 2.76 2.12
H 2.64 3.17 0.03
H 2.72 2.66 -2.38
H 1.06 1.05 -3.34
H -0.57 -0.01 -1.89
```

Calculated values
ΔE to the lowest compared entry with this formula, charge and spin = 0.0 kcal/mol
LUMO energy (alpha / beta) = -1.1 / -2.4 eV
HOMO energy (alpha / beta) = -7.7 / -8.1 eV
Multiplicity = 2
Charge = 0
E_tot = -196689.1038 eV
Frontier orbital gap (alpha / beta) = 6.677 / 5.679 eV

Record 2
This record from the OMol25 dataset describes a cluster of 2 separate species, C16H17N in total. The level of theory is ωB97M-V/def2-TZVPD.

Structure (XYZ):
```
34
Properties=species:S:1:pos:R:3
C 2.22 1.22 1.81
C 3.03 3.02 0.23
C 1.99 2.27 0.78
C 2.70 4.15 -0.62
C 1.45 4.58 -0.88
C 0.70 2.63 0.41
C 0.38 3.79 -0.36
H 4.09 2.83 0.45
H 3.64 4.72 -0.72
H 1.35 0.55 2.04
H 2.69 1.66 2.68
H 1.24 5.49 -1.44
H -0.12 1.96 0.63
H -0.62 4.18 -0.49
H 2.93 0.50 1.33
C -2.13 -3.80 1.95
C -1.03 -1.27 -0.63
C -1.63 -2.53 -0.38
C -1.48 -2.77 1.03
C -0.95 -1.62 1.56
C -1.33 -1.60 -2.96
C -0.85 -0.83 -1.95
C -1.93 -2.85 -2.70
C -1.99 -3.38 -1.44
N -0.69 -0.69 0.55
H -1.18 -1.26 -3.97
H -0.37 0.17 -2.01
H -2.19 -3.42 -3.59
H -2.32 -4.39 -1.37
H -0.17 0.14 0.82
H -0.61 -1.41 2.55
H -1.64 -4.78 1.78
H -3.23 -3.89 1.96
H -1.96 -3.37 2.95
```

Calculated values
ΔE to the lowest compared entry with this formula, charge and spin = 22.3 kcal/mol
LUMO energy (alpha / beta) = 3.0 / 2.9 eV
HOMO energy (alpha / beta) = 0.6 / -3.6 eV
Multiplicity = 2
Charge = -1
E_tot = -18356.1025 eV
Frontier orbital gap (alpha / beta) = 2.368 / 6.545 eV

Record 3
This record from the OMol25 dataset describes a cluster of 2 separate species, C16H17N in total. The level of theory is ωB97M-V/def2-TZVPD.

Structure (XYZ):
```
34
Properties=species:S:1:pos:R:3
C 1.39 4.11 -0.41
C 1.09 3.16 0.72
C 0.12 3.20 1.66
N 0.29 2.18 2.59
C 1.43 1.48 2.24
C 1.90 0.29 2.76
C 2.79 -0.46 2.03
C 3.31 0.07 0.82
C 2.98 1.34 0.44
C 1.97 2.07 1.07
H 2.12 3.58 -1.03
H 1.98 4.92 0.01
H 0.58 4.50 -1.03
H -0.78 3.80 1.64
H -0.04 2.26 3.54
H 1.44 -0.05 3.68
H 2.95 -1.50 2.24
H 3.94 -0.64 0.30
H 3.47 1.77 -0.43
C -3.78 -2.11 0.02
C -2.75 -2.35 -1.06
C -2.62 -1.48 -2.14
C -1.57 -1.60 -3.04
C -0.62 -2.60 -2.86
C -0.83 -3.57 -1.89
C -1.85 -3.41 -0.96
H -3.24 -1.94 0.95
H -4.51 -2.91 0.09
H -4.38 -1.25 -0.27
H -3.25 -0.60 -2.21
H -1.54 -0.97 -3.92
H 0.13 -2.81 -3.61
H -0.21 -4.45 -1.84
H -1.91 -4.03 -0.09
```

Calculated values
SMILES = Cc1c[nH]c2ccccc12.Cc1ccccc1
ΔE to the lowest compared entry with this formula, charge and spin = 20.4 kcal/mol
LUMO energy = 0.8 eV
HOMO energy = -7.8 eV
Charge = 0
E_tot = -18357.4553 eV
Frontier orbital gap = 8.620 eV

Record 4
This record from the OMol25 dataset describes a cluster of 2 separate species, C16H17N in total. The level of theory is ωB97M-V/def2-TZVPD.

Structure (XYZ):
```
34
Properties=species:S:1:pos:R:3
C -2.36 0.79 -0.83
C -1.32 0.56 -1.88
C -0.77 1.36 -2.88
N 0.13 0.59 -3.56
C 0.17 -0.72 -3.13
C 0.84 -1.88 -3.51
C 0.63 -2.96 -2.70
C -0.28 -3.04 -1.62
C -1.07 -1.93 -1.31
C -0.76 -0.75 -2.04
H -2.20 1.78 -0.37
H -2.42 0.11 0.00
H -3.25 0.54 -1.52
H -1.13 2.26 -3.35
H 0.69 1.11 -4.21
H 1.50 -2.05 -4.32
H 1.18 -3.90 -2.89
H -0.38 -3.93 -1.04
H -1.80 -1.86 -0.53
C 1.72 2.81 2.09
C 1.27 1.48 2.71
C 0.49 1.44 3.89
C -0.24 0.29 4.17
C -0.01 -0.86 3.43
C 0.66 -0.85 2.22
C 1.26 0.39 1.83
H 2.54 3.35 2.61
H 0.98 3.58 2.00
H 2.22 2.58 1.15
H 0.48 2.38 4.42
H -0.90 0.28 5.02
H -0.52 -1.80 3.64
H 0.88 -1.70 1.61
H 1.76 0.54 0.92
```

Calculated values
SMILES = Cc1c[nH]c2ccccc12.Cc1ccccc1
ΔE to the lowest compared entry with this formula, charge and spin = 39.3 kcal/mol
LUMO energy = 0.8 eV
HOMO energy = -7.6 eV
Charge = 0
E_tot = -18356.6384 eV
Frontier orbital gap = 8.466 eV

Record 5
This record from the OMol25 dataset describes a cluster of 2 separate species, C16H17N in total. The level of theory is ωB97M-V/def2-TZVPD.

Structure (XYZ):
```
34
Properties=species:S:1:pos:R:3
C -0.06 0.47 -3.60
C -1.44 0.65 -1.53
C -1.18 1.07 -2.83
C -2.57 1.01 -0.77
C -3.41 1.98 -1.31
C -1.90 2.19 -3.26
C -2.95 2.60 -2.47
H -0.67 0.08 -0.99
H -2.83 0.48 0.14
H -0.06 -0.57 -3.90
H 0.91 0.64 -3.14
H -4.36 2.25 -0.88
H -1.70 2.72 -4.18
H -3.61 3.40 -2.81
H -0.07 0.89 -4.62
C -1.00 -2.26 1.40
C 1.16 -0.91 1.71
C 0.44 -2.11 1.69
C 2.51 -1.24 2.06
C 1.35 -3.16 1.99
C 0.78 0.47 1.72
C 1.75 1.39 2.00
C 3.04 1.00 2.31
C 3.48 -0.31 2.36
N 2.54 -2.64 2.27
H -0.22 0.69 1.38
H 1.58 2.46 2.00
H 3.75 1.78 2.56
H -1.23 -3.10 0.74
H -1.35 -1.45 0.75
H 1.15 -4.22 2.03
H 3.38 -3.20 2.41
H 4.46 -0.75 2.54
H -1.66 -2.31 2.26
```

Calculated values
ΔE to the lowest compared entry with this formula, charge and spin = 17.6 kcal/mol
LUMO energy (alpha / beta) = -3.7 / -6.9 eV
HOMO energy (alpha / beta) = -11.2 / -11.2 eV
Multiplicity = 2
Charge = +1
E_tot = -18350.0208 eV
Frontier orbital gap (alpha / beta) = 7.477 / 4.288 eV

Record 6
This record from the OMol25 dataset describes a cluster of 2 separate species, C16H17N in total. The level of theory is ωB97M-V/def2-TZVPD.

Structure (XYZ):
```
34
Properties=species:S:1:pos:R:3
C -0.30 1.75 2.05
C 1.39 0.82 0.31
C 0.34 1.75 0.74
C 1.48 1.01 -1.12
C 0.07 2.57 -0.33
C 2.22 -0.02 1.00
C 2.43 0.26 -1.80
C 3.18 -0.73 0.24
C 3.28 -0.64 -1.11
N 0.62 2.02 -1.48
H 2.04 -0.15 2.05
H -1.12 1.04 1.91
H -0.90 2.62 2.31
H -0.57 3.42 -0.50
H 0.89 2.64 -2.22
H 2.50 0.37 -2.88
H 3.88 -1.39 0.75
H 3.95 -1.25 -1.71
H 0.28 1.32 2.86
C -1.21 -3.48 0.67
C -1.97 -0.34 -1.26
C -1.44 -1.55 -0.86
C -2.72 0.39 -0.35
C -1.64 -2.11 0.42
C -2.74 0.01 1.00
C -2.23 -1.25 1.33
H -1.89 -0.11 -2.32
H -1.01 -2.19 -1.63
H -3.16 1.36 -0.59
H -3.45 0.46 1.68
H -0.29 -3.75 0.15
H -1.86 -4.26 0.26
H -2.38 -1.51 2.37
H -1.17 -3.79 1.72
```

Calculated values
ΔE to the lowest compared entry with this formula, charge and spin = 18.9 kcal/mol
LUMO energy (alpha / beta) = -3.4 / -6.9 eV
HOMO energy (alpha / beta) = -11.9 / -11.9 eV
Multiplicity = 2
Charge = +1
E_tot = -18349.9631 eV
Frontier orbital gap (alpha / beta) = 8.440 / 4.953 eV

Record 7
This record from the OMol25 dataset describes a structure of composition C16H17N5OSSeW. The level of theory is ωB97M-V/def2-TZVPD.

Structure (XYZ):
```
42
Properties=species:S:1:pos:R:3
W 0.37 -0.51 0.03
C -4.54 -2.30 0.66
C -3.55 -1.84 1.65
N -3.49 -2.17 2.90
N -2.39 -1.52 3.38
C -1.74 -0.81 2.46
S -0.32 0.08 2.57
N -2.52 -0.97 1.35
N -2.10 -0.49 0.11
H -5.33 -2.85 1.17
H -4.07 -2.96 -0.07
H -4.98 -1.45 0.13
H -2.06 -1.70 4.31
H -2.62 0.34 -0.14
H -2.21 -1.19 -0.64
C 4.62 -1.00 -0.72
C 5.15 0.27 -0.56
C 4.29 1.31 -0.26
C 2.92 1.07 -0.10
N 2.42 -0.19 -0.21
C 3.27 -1.19 -0.56
C 1.91 2.08 0.10
C 2.19 3.42 0.36
C 1.16 4.34 0.44
C -0.15 3.91 0.25
C -0.43 2.57 0.04
C 0.58 1.60 -0.03
H 5.24 -1.84 -1.00
H 6.20 0.46 -0.69
H 4.66 2.32 -0.18
H 2.81 -2.15 -0.73
H 3.21 3.75 0.51
H 1.36 5.38 0.64
H -0.96 4.63 0.28
H -1.47 2.29 -0.08
C 1.84 -2.95 1.95
C 0.92 -2.15 1.10
O -0.26 -2.49 0.88
H 2.04 -3.92 1.48
H 1.36 -3.14 2.90
H 2.78 -2.43 2.11
Se -0.03 -1.21 -2.20
```

Calculated values
LUMO energy (alpha / beta) = 0.3 / -0.2 eV
HOMO energy (alpha / beta) = -5.6 / -7.0 eV
Multiplicity = 3
Charge = 0
E_tot = -104371.9731 eV
Frontier orbital gap (alpha / beta) = 5.937 / 6.785 eV

Record 8
This record from the OMol25 dataset describes a structure of composition C16H17N7O4STl. The level of theory is ωB97M-V/def2-TZVPD.

Structure (XYZ):
```
46
Properties=species:S:1:pos:R:3
Tl -0.12 0.18 -0.45
O -1.70 -0.80 3.48
C -1.49 -0.44 2.34
O -0.67 -0.99 1.50
C -2.25 0.76 1.78
C -3.24 1.44 2.47
C -3.84 2.54 1.85
C -3.47 2.90 0.56
C -2.48 2.16 -0.07
N -1.90 1.15 0.57
C -2.03 2.37 -1.52
O -2.64 3.16 -2.20
O -1.03 1.64 -1.89
H -3.51 1.11 3.46
H -4.60 3.10 2.37
H -3.92 3.72 0.04
N 0.94 -0.92 -4.51
C 2.15 -0.29 -4.35
C 2.23 0.04 -3.03
N 1.10 -0.39 -2.40
C 0.33 -0.96 -3.31
C -0.94 -1.54 -2.92
N -1.34 -1.44 -1.67
C -2.53 -2.11 -1.57
C -2.85 -2.62 -2.79
N -1.83 -2.25 -3.63
H 0.58 -1.26 -5.39
H 2.83 -0.14 -5.17
H 3.02 0.55 -2.50
H -3.07 -2.17 -0.64
H -3.69 -3.20 -3.12
H -1.79 -2.47 -4.61
C 2.04 -1.48 3.90
N 1.74 -0.79 2.65
C 2.59 -0.02 2.01
S 2.16 0.95 0.63
N 3.85 0.07 2.44
C 4.86 1.01 1.95
H 1.10 -1.76 4.36
H 2.58 -0.84 4.59
H 2.62 -2.39 3.73
H 0.77 -0.86 2.33
H 4.09 -0.46 3.26
H 4.84 1.05 0.87
H 5.83 0.66 2.28
H 4.68 2.01 2.34
```

Calculated values
ΔE to the lowest compared entry with this formula, charge and spin = 0.0 kcal/mol
LUMO energy = -3.2 eV
HOMO energy = -11.9 eV
Charge = +1
E_tot = -51013.9484 eV
Frontier orbital gap = 8.714 eV

Record 9
This record from the OMol25 dataset describes a cluster of 2 separate species, C16H17NO in total. The level of theory is ωB97M-V/def2-TZVPD.

Structure (XYZ):
```
35
Properties=species:S:1:pos:R:3
C -1.58 -2.38 2.49
C -0.20 -2.77 2.07
C 0.61 -3.62 2.76
N 1.89 -3.60 2.24
C 1.91 -2.71 1.18
C 2.96 -2.40 0.32
C 2.65 -1.61 -0.77
C 1.37 -1.06 -0.94
C 0.35 -1.39 -0.07
C 0.61 -2.21 1.03
H -2.34 -3.09 2.13
H -1.84 -1.43 2.04
H -1.70 -2.32 3.57
H 0.35 -4.22 3.62
H 2.63 -4.22 2.51
H 3.96 -2.69 0.48
H 3.40 -1.56 -1.56
H 1.17 -0.49 -1.82
H -0.64 -1.00 -0.31
C -2.03 2.65 -3.54
C -1.46 2.81 -2.15
C -1.80 1.88 -1.16
C -1.23 1.92 0.10
C -0.14 2.76 0.27
O 0.63 2.52 1.38
C 0.12 3.78 -0.62
C -0.57 3.83 -1.83
H -1.98 1.60 -3.86
H -1.47 3.22 -4.27
H -3.10 2.85 -3.52
H -2.56 1.17 -1.48
H -1.62 1.34 0.92
H 1.23 3.26 1.54
H 0.91 4.47 -0.34
H -0.47 4.74 -2.41
```

Calculated values
SMILES = Cc1c[nH]c2ccccc12.Cc1ccc(O)cc1
ΔE to the lowest compared entry with this formula, charge and spin = 15.6 kcal/mol
LUMO energy = 0.9 eV
HOMO energy = -7.6 eV
Charge = 0
E_tot = -20405.1515 eV
Frontier orbital gap = 8.502 eV

Record 10
This record from the OMol25 dataset describes a cluster of 2 separate species, C16H17NO in total. The level of theory is ωB97M-V/def2-TZVPD.

Structure (XYZ):
```
35
Properties=species:S:1:pos:R:3
C 1.56 -2.02 -2.29
C 2.07 -1.59 -0.94
C 2.31 -2.35 0.16
N 2.65 -1.50 1.19
C 2.43 -0.19 0.82
C 2.71 0.96 1.56
C 2.28 2.12 0.92
C 1.92 2.18 -0.41
C 1.79 1.01 -1.16
C 2.03 -0.21 -0.54
H 1.73 -3.07 -2.46
H 2.18 -1.52 -3.05
H 0.56 -1.63 -2.49
H 2.15 -3.39 0.40
H 3.19 -1.69 2.02
H 3.07 0.96 2.56
H 2.38 3.03 1.51
H 1.75 3.11 -0.94
H 1.51 1.10 -2.21
C -2.27 0.34 2.81
C -2.42 0.52 1.31
C -1.36 0.20 0.46
C -1.56 -0.04 -0.90
C -2.79 0.19 -1.48
O -3.05 0.09 -2.82
C -3.84 0.58 -0.65
C -3.69 0.62 0.72
H -1.25 0.06 3.02
H -2.91 -0.50 3.09
H -2.56 1.23 3.37
H -0.42 0.20 0.97
H -0.67 -0.37 -1.42
H -2.23 -0.13 -3.27
H -4.80 0.59 -1.16
H -4.48 1.10 1.30
```

Calculated values
SMILES = Cc1c[nH]c2ccccc12.Cc1ccc(O)cc1
ΔE to the lowest compared entry with this formula, charge and spin = 21.2 kcal/mol
LUMO energy = 0.7 eV
HOMO energy = -8.0 eV
Charge = 0
E_tot = -20404.9071 eV
Frontier orbital gap = 8.728 eV

Record 11
This record from the OMol25 dataset describes a cluster of 2 separate species, C16H17NO in total. The level of theory is ωB97M-V/def2-TZVPD.

Structure (XYZ):
```
35
Properties=species:S:1:pos:R:3
C -0.98 -2.08 3.35
C -0.61 -0.94 2.46
C -1.49 -0.25 1.63
N -0.79 0.81 1.01
C 0.50 0.91 1.49
C 1.49 1.83 1.27
C 2.73 1.74 1.97
C 2.96 0.59 2.80
C 1.95 -0.30 3.10
C 0.66 -0.15 2.51
H -0.36 -2.02 4.27
H -0.71 -3.07 3.03
H -2.09 -2.24 3.54
H -2.43 -0.39 1.35
H -1.18 1.63 0.62
H 1.50 2.66 0.50
H 3.68 2.30 1.86
H 4.00 0.35 3.22
H 2.02 -1.19 3.78
C 0.16 -2.85 -2.97
C -0.32 -1.52 -2.79
C -1.65 -1.22 -2.52
C -2.01 0.06 -2.46
C -1.08 1.16 -2.45
O -1.80 2.41 -2.33
C 0.16 0.90 -2.72
C 0.62 -0.55 -2.71
H -0.47 -3.71 -3.17
H 0.83 -3.00 -2.16
H 0.77 -2.79 -3.86
H -2.39 -2.01 -2.56
H -3.02 0.37 -2.36
H -1.28 3.19 -2.68
H 0.92 1.55 -2.90
H 1.64 -0.64 -2.67
```

Calculated values
SMILES = Cc1c[nH]c2ccccc12.Cc1ccc(O)cc1
ΔE to the lowest compared entry with this formula, charge and spin = 67.2 kcal/mol
LUMO energy = 0.7 eV
HOMO energy = -7.7 eV
Charge = 0
E_tot = -20402.9126 eV
Frontier orbital gap = 8.371 eV

Record 12
This record from the OMol25 dataset describes a structure of composition C16H18AsMoN3O5S. The level of theory is ωB97M-V/def2-TZVPD.

Structure (XYZ):
```
45
Properties=species:S:1:pos:R:3
Mo 0.38 -0.08 0.63
O -2.08 -2.87 1.97
C -1.18 -2.12 1.95
O -0.95 -1.17 0.94
C -0.03 -1.95 2.93
C 0.17 -2.53 4.17
C 1.31 -2.14 4.89
C 2.21 -1.21 4.37
C 1.94 -0.69 3.11
N 0.85 -1.06 2.44
C 2.70 0.36 2.29
O 3.73 0.87 2.52
O 1.91 0.61 1.18
H -0.54 -3.24 4.58
H 1.49 -2.56 5.88
H 3.09 -0.91 4.92
C -4.10 1.79 0.38
As -2.63 3.07 0.24
C -2.50 4.29 1.75
C -2.66 4.06 -1.43
S -0.61 1.92 0.05
H -5.01 2.34 0.11
H -4.22 1.41 1.40
H -3.96 0.97 -0.33
H -3.41 4.90 1.69
H -1.63 4.95 1.65
H -2.49 3.78 2.71
H -3.52 4.75 -1.38
H -2.81 3.40 -2.29
H -1.75 4.64 -1.54
N 2.35 -2.52 -6.13
C 2.40 -2.43 -4.87
O 2.98 -2.97 -3.88
C 1.97 -1.90 -3.57
C 0.75 -2.38 -2.90
C 0.32 -1.83 -1.76
N 0.93 -0.74 -1.12
C 1.99 -0.17 -1.83
C 2.51 -0.65 -2.97
H 2.93 -3.21 -6.63
H 1.76 -1.94 -6.72
H 0.23 -3.23 -3.31
H -0.57 -2.24 -1.27
H 2.38 0.76 -1.40
H 3.35 -0.16 -3.43
```

Calculated values
ΔE to the lowest compared entry with this formula, charge and spin = 0.9 kcal/mol
LUMO energy (alpha / beta) = -14.8 / -14.8 eV
HOMO energy (alpha / beta) = -20.9 / -20.9 eV
Charge = +4
E_tot = -105077.3614 eV
Frontier orbital gap (alpha / beta) = 6.078 / 6.048 eV

Record 13
This record from the OMol25 dataset describes a structure of composition C16H18BMnO2. The level of theory is ωB97M-V/def2-TZVPD.

Structure (XYZ):
```
38
Properties=species:S:1:pos:R:3
Mn -0.01 0.11 -0.08
C 2.44 -2.19 2.19
C 3.17 -1.49 1.04
C 4.56 -1.00 1.47
C 2.41 -0.31 0.50
C 1.82 0.64 1.34
C 1.24 1.82 0.83
C 1.26 2.11 -0.56
C 0.80 3.44 -1.08
C 1.79 1.13 -1.40
C 2.34 -0.06 -0.89
H 2.93 -3.13 2.42
H 1.40 -2.42 1.94
H 2.46 -1.59 3.10
H 3.30 -2.20 0.22
H 4.48 -0.30 2.31
H 5.09 -0.50 0.66
H 5.16 -1.84 1.79
H 1.83 0.49 2.41
H 0.83 2.55 1.51
H 0.47 3.38 -2.12
H 1.64 4.13 -1.04
H 0.00 3.86 -0.47
H 1.81 1.30 -2.47
H 2.76 -0.78 -1.57
O -3.12 1.21 0.37
B -1.92 0.73 0.13
O -1.83 -0.41 -0.67
C -3.23 -0.68 -0.95
C -3.76 -1.70 -1.68
C -5.16 -1.68 -1.77
C -5.92 -0.69 -1.14
C -5.34 0.33 -0.39
C -3.97 0.30 -0.32
H -3.16 -2.46 -2.16
H -5.65 -2.45 -2.33
H -6.99 -0.72 -1.23
H -5.92 1.10 0.10
```

Calculated values
LUMO energy (alpha / beta) = -9.4 / -8.7 eV
HOMO energy (alpha / beta) = -15.7 / -15.8 eV
Multiplicity = 5
Charge = +2
E_tot = -52959.7841 eV
Frontier orbital gap (alpha / beta) = 6.317 / 7.051 eV